10
Properties=species:S:1:pos:R:3:lowdin_charge:R:1 method="wB97M-V/def2-TZVPD" total_charge=0 homo_lumo_gap_ha=0.3052 lumo_ha=0.003 homo_energy_ha=-0.3020
C 0.532 1.293 -0.261 -0.58
C 0.288 -2.043 -0.396 -0.65
C -0.511 1.871 0.197 -0.33
N -0.842 -1.621 0.159 0.02
O -1.427 2.385 0.674 0.19
S 1.744 -1.376 -0.314 0.59
S 1.601 0.437 0.817 0.53
H 1.037 1.622 -1.267 0.13
H -0.738 -0.783 0.682 0.03
H -1.683 -1.785 -0.292 0.07